Entry 1:
Molecular formula: C14H25Cl3F6N4O3P
Method: DFT, ωB97M-V with the def2-TZVPD basis set

Results
DFT total energy   -3314.040331 a.u.
Highest occupied orbital energy   -11.48 eV

```
! wB97M-V def2-TZVPD RIJCOSX def2/J DEFGRID3
* xyz 1 1
C -2.99487 3.77492 -1.95673
C -3.24501 2.69870 -0.90248
N -2.06277 2.40988 -0.09995
F -1.99653 3.09264 1.07938
C -1.05469 1.59309 -0.32935
N -1.07098 0.87836 -1.51207
C 0.17103 0.07365 -1.67515
C 1.36423 1.00498 -1.40885
C 2.62446 0.32206 -1.96537
F 2.75405 -0.94499 -1.53980
F 2.44750 0.28756 -3.31583
C 3.97445 1.05322 -1.75271
F 3.78386 2.36218 -2.00495
F 4.40731 0.94930 -0.49927
F 4.89106 0.58128 -2.55824
C 1.36093 1.33704 0.10037
O 2.01510 0.31664 0.74506
C 2.13765 0.34473 2.18115
C 2.19834 -1.10113 2.62068
N 0.94274 -1.80939 2.40163
C 0.94127 -2.59734 1.17185
C -0.43349 -3.20984 0.86302
C -0.33690 -4.72527 0.72582
O -1.00137 -2.61849 -0.32254
P 1.99987 3.05470 0.55012
O 1.27841 3.53675 1.75463
N -0.05772 1.43882 0.55787
H -3.88130 3.84122 -2.59307
H -2.84649 4.74935 -1.48476
H -2.13503 3.52464 -2.58145
H -3.60325 1.76860 -1.34981
H -4.01352 3.02102 -0.19456
H -1.86864 0.24065 -1.46618
H 0.18516 -0.29966 -2.69933
H 0.17182 -0.75614 -0.96096
H 1.23936 1.92541 -1.99002
H 1.26492 0.83774 2.62399
H 3.05124 0.87801 2.46695
H 2.97361 -1.60759 2.03748
H 2.48382 -1.12691 3.67868
H 0.15829 -1.16470 2.40503
H 1.25492 -2.01946 0.28815
H 1.67832 -3.40014 1.29370
H -1.12963 -2.97862 1.67778
H -1.29421 -5.16381 0.43222
H -0.03826 -5.16828 1.67929
H 0.41760 -4.99600 -0.02310
H -0.78201 -3.19360 -1.06771
H 1.77869 3.78175 -0.63619
H 3.39071 2.94791 0.66475
H -0.13328 2.05087 1.37590
C -4.73468 -2.35015 0.61281
Cl -5.80648 -2.38497 2.00416
Cl -3.56698 -1.01771 0.77349
Cl -3.92328 -3.89121 0.39357
H -5.32934 -2.15227 -0.26909
*
```


Entry 2:
Molecular formula: C14H25Cl8Mg2O6
Method: DFT, ωB97M-V with the def2-TZVPD basis set

Results
DFT total energy   -5081.854787 a.u.
Highest occupied orbital energy (alpha / beta)   -4.94 / -10.49 eV
⟨S²⟩   0.750

```
! wB97M-V def2-TZVPD RIJCOSX def2/J DEFGRID3
* xyz 0 2
Mg -0.99276 -1.98052 2.99224
Mg -2.61994 0.74327 1.85535
C -4.25829 -3.52680 1.34981
C -2.98004 -2.88102 1.80631
O -2.02673 -3.54210 2.30611
O -2.74777 -1.65321 1.85425
H -4.15600 -3.82181 0.30549
H -5.13701 -2.88976 1.45040
H -4.40104 -4.49985 1.81980
C -2.70465 0.28875 6.04900
C -2.02197 -0.25276 4.79588
O -2.15891 0.32243 3.70491
O -1.45876 -1.38075 4.79223
H -2.77960 -0.43087 6.86424
H -3.74312 0.55863 5.85705
H -2.10363 1.16581 6.28909
C 0.69341 -0.03234 -0.48595
C -0.00015 0.00996 0.89227
O 0.10743 -0.97678 1.63398
O -0.81264 0.86629 1.10136
H 0.10615 0.27741 -1.35040
H 0.95532 -1.07679 -0.65517
H 1.59393 0.57897 -0.42712
Cl 3.85893 -1.13533 1.38168
C 3.54760 0.44009 2.18483
C 4.40956 1.55239 1.63609
Cl 4.02662 1.91935 -0.04844
H 3.67890 0.20021 3.23997
H 2.50558 0.70603 2.00712
H 5.47361 1.36879 1.78505
H 4.18934 2.45879 2.20005
Cl 0.61878 2.73969 -3.75967
C 1.15205 3.48091 -2.17144
C -0.04402 3.57441 -1.13214
Cl 0.52943 4.26727 0.40803
H 1.62518 4.42747 -2.43273
H 1.93528 2.85644 -1.74170
H -0.59330 2.64427 -0.98649
H -0.79983 4.27680 -1.48357
Cl -2.76789 -0.36367 -1.74368
C -2.28107 -0.51898 -3.48342
C -3.52039 -0.94036 -4.34738
Cl -4.30742 0.55195 -4.97783
H -1.50548 -1.28479 -3.49308
H -1.82957 0.43544 -3.75418
H -4.21980 -1.60473 -3.83991
H -3.20873 -1.58708 -5.16758
Cl 3.95892 -0.57650 -5.23766
C 4.51187 -0.53755 -3.55531
C 3.37842 -0.85474 -2.53783
Cl 2.93858 -2.54229 -2.65596
H 4.89532 0.45862 -3.33462
H 5.28577 -1.30512 -3.55746
H 2.52472 -0.19887 -2.70851
H 3.68008 -0.77527 -1.49342
*
```


Entry 3:
Molecular formula: C14H25N3O2S
Method: DFT, ωB97M-V with the def2-TZVPD basis set

Results
ΔE to the lowest compared entry with this formula, charge and spin   37.73 kcal per mole
DFT total energy   -1261.374621 a.u.
Highest occupied orbital energy   -7.86 eV

```
! wB97M-V def2-TZVPD RIJCOSX def2/J DEFGRID3
* xyz 0 1
C -1.00951 -1.83830 2.00712
C -2.18932 -1.56548 1.48336
C -2.45796 -1.54326 0.00632
N -2.99298 -0.27321 -0.41887
C -2.33249 0.83788 -0.87627
N -3.16387 1.79044 -1.15795
N -4.39496 1.29950 -0.87528
C -4.33678 0.02448 -0.41623
S -5.57652 -0.95300 0.02615
H -5.22449 1.84968 -1.01859
C -0.86106 0.93575 -1.01506
H -0.63698 1.73742 -1.71843
H -0.46185 -0.00221 -1.40439
C -0.18827 1.21862 0.33504
H -0.37332 2.24997 0.63592
H -0.59875 0.55256 1.09553
C 1.31611 0.96812 0.24275
O 1.53871 -0.38695 -0.07727
H 2.39554 -0.62317 0.30832
C 2.01271 1.29723 1.57552
O 3.33608 0.82206 1.61998
C 4.31192 1.58455 0.92718
C 4.72056 0.96605 -0.41300
C 5.39316 -0.39238 -0.22423
C 5.65380 -1.09322 -1.55502
C 6.34215 -2.43824 -1.35940
H 7.30017 -2.30793 -0.86086
H 5.72684 -3.09664 -0.75016
H 6.51710 -2.92155 -2.31758
H 4.70540 -1.24405 -2.07599
H 6.27812 -0.45318 -2.18285
H 4.75878 -1.02390 0.40184
H 6.33842 -0.25385 0.30540
H 3.84467 0.85031 -1.05360
H 5.40780 1.65319 -0.91083
H 5.18720 1.61706 1.58571
H 3.95178 2.60965 0.77929
H 1.49698 0.77120 2.38452
H 1.97085 2.37740 1.76596
H 1.73801 1.60493 -0.55411
H -1.54597 -1.75605 -0.55454
H -3.22347 -2.29400 -0.22676
H -3.04794 -1.34466 2.10267
H -0.85424 -1.86289 3.07233
H -0.15246 -2.05402 1.38948
*
```


Entry 4:
Molecular formula: C14H25N4O8
Method: DFT, ωB97M-V with the def2-TZVPD basis set

Results
ΔE to the lowest compared entry with this formula, charge and spin   0.00 kcal per mole
DFT total energy   -1369.279060 a.u.
Highest occupied orbital energy   -12.37 eV

```
! wB97M-V def2-TZVPD RIJCOSX def2/J DEFGRID3
* xyz 1 1
O 1.97636 -1.17210 5.20347
O 2.31623 1.32512 -5.70023
O -1.80306 -0.43049 3.57842
O 2.45910 2.58157 -3.81754
O -2.22194 -1.26247 -6.26185
O 0.55560 1.19298 -2.58546
O -1.00541 -1.53207 -3.90228
O -0.95173 2.03876 -4.82478
C 2.38215 -0.10239 4.77722
C 1.94004 1.57815 -4.57148
C -0.73919 -0.08339 4.09072
C 0.31677 -1.17253 -0.30959
C -0.10302 -1.10165 0.99078
C -1.90058 -1.23317 -0.29719
N -0.81597 -1.25771 -1.09948
N -0.62906 0.10464 5.41008
N 1.73307 0.58980 3.83655
N -1.48418 -1.14502 0.98250
C 3.64570 0.50883 5.33278
C -1.71934 -0.05900 6.37176
C -2.66300 -0.40474 -5.19821
C 0.84992 0.70934 -3.92124
C -1.51707 -0.22393 -4.19500
C -0.42923 0.70374 -4.77889
C 0.78614 -1.00809 2.21334
C 0.48106 0.17403 3.16536
H 3.10764 3.01513 -4.40013
H -2.88290 -1.29639 -6.97993
H 1.17720 1.93061 -2.39497
H -1.01613 -2.03224 -4.75144
H -1.03602 2.39937 -3.92423
H 1.34378 -1.16675 -0.65571
H -2.93434 -1.27984 -0.62691
H -0.82537 -1.32592 -2.12509
H 0.29851 0.25284 5.77707
H 2.14304 1.46969 3.56199
H -2.05992 -1.07675 1.82783
H 4.43402 0.45559 4.58363
H 3.46560 1.54545 5.61287
H 3.94998 -0.05423 6.21581
H -2.02828 -1.10534 6.40444
H -1.39275 0.24403 7.36813
H -2.57633 0.55050 6.07861
H -2.97676 0.56660 -5.59680
H -3.52724 -0.85210 -4.69652
H 1.24945 -0.30750 -3.86916
H -1.90663 0.23206 -3.27915
H -0.18084 0.36988 -5.79496
H 0.71958 -1.94398 2.77360
H 1.81616 -0.92357 1.86085
H 0.17923 1.01468 2.54038
*
```


Entry 5:
Molecular formula: C14H25N8O2P2Pd
Method: DFT, ωB97M-V with the def2-TZVPD basis set

Results
ΔE to the lowest compared entry with this formula, charge and spin   0.00 kcal per mole
DFT total energy   -1946.795413 a.u.
Highest occupied orbital energy   -17.10 eV

```
! wB97M-V def2-TZVPD RIJCOSX def2/J DEFGRID3
* xyz 3 1
Pd -0.40871 -1.15914 -0.01587
C 4.00024 1.19759 3.75442
N 3.80667 0.51191 2.47221
C 4.74794 0.47268 1.49314
C 4.19528 -0.23141 0.46440
N 2.92443 -0.61730 0.79216
C 2.70279 -0.14825 2.02208
P 1.22622 -0.19764 3.09436
C 0.04312 0.81579 2.15708
N -0.57883 0.50885 1.01828
C -1.38885 1.55632 0.67482
C -1.25682 2.51534 1.63145
N -0.36550 2.03940 2.55043
C 0.07243 2.77698 3.74057
C 0.48192 -1.81465 2.72986
N -0.21359 -2.18119 1.64995
C -0.67048 -3.45677 1.84303
C -0.25213 -3.86364 3.07389
N 0.46391 -2.83308 3.61249
C 1.07478 -2.84396 4.94811
H 5.06474 1.22597 3.96777
H 3.62177 2.21633 3.70014
H 3.49791 0.65508 4.54986
H 5.71453 0.93361 1.60537
H 4.65492 -0.46890 -0.48218
H -2.00567 1.54968 -0.20630
H -1.72487 3.47935 1.73358
H -0.66826 3.54031 3.95913
H 0.14377 2.10098 4.58821
H 1.03182 3.25491 3.55445
H -1.26376 -3.97659 1.11136
H -0.41164 -4.78773 3.60273
H 0.94045 -3.83377 5.37317
H 2.13889 -2.63367 4.87508
H 0.58678 -2.11054 5.58553
N 2.52850 -2.43063 -1.18619
C 2.03577 -1.91441 -2.49982
P 0.20959 -1.81017 -2.41732
O -0.19878 -2.81275 -1.34414
O -0.33387 -0.43283 -2.07857
C -0.41173 -2.21999 -4.09489
N -1.77157 -1.60328 -4.27309
H 3.49228 -2.75922 -1.26727
H 1.94613 -3.22168 -0.89287
H 2.50013 -1.70047 -0.37151
H 2.33800 -2.61312 -3.28234
H 2.47849 -0.94050 -2.70695
H -0.48151 -3.29513 -4.25670
H 0.24760 -1.78963 -4.85015
H -2.49992 -2.13922 -3.79204
H -2.03422 -1.55402 -5.26270
H -1.77878 -0.65145 -3.88204
*
```


Entry 6:
Molecular formula: C14H25NO6
Method: DFT, ωB97M-V with the def2-TZVPD basis set

Results
ΔE to the lowest compared entry with this formula, charge and spin   13.77 kcal per mole
DFT total energy   -1054.645347 a.u.
Highest occupied orbital energy   -8.71 eV

```
! wB97M-V def2-TZVPD RIJCOSX def2/J DEFGRID3
* xyz 0 1
C -4.55968 -0.51467 -2.35178
C -5.28979 0.18252 -1.21345
H -6.34550 -0.09644 -1.18694
H -5.19193 1.26957 -1.30563
O -4.75980 -0.22468 0.04880
C -3.68015 0.41677 0.48924
O -3.18902 1.37620 -0.04848
C -3.17251 -0.18957 1.78232
H -3.67832 0.29609 2.61905
C -1.66446 0.02844 1.86507
C -1.00535 -0.63290 0.65810
O -1.61804 -1.41400 -0.05014
N 0.28533 -0.31978 0.41663
C 1.06928 0.62932 1.17363
H 2.11363 0.31241 1.12380
H 0.76007 0.61786 2.21893
C 0.94370 2.06355 0.61556
H -0.07566 2.22941 0.25560
H 1.16199 2.78423 1.41620
O 1.76053 2.32743 -0.50355
C 3.13050 2.56068 -0.25282
H 3.33911 2.58687 0.82093
C 4.01162 1.49107 -0.90435
H 5.04906 1.85137 -0.97285
O 3.95247 0.31783 -0.12828
C 4.30485 -0.86043 -0.80853
C 3.97799 -2.05640 0.09495
O 2.66802 -2.08508 0.59180
C 1.62544 -2.24159 -0.35271
C 0.92803 -0.92498 -0.73323
H 1.62391 -0.20000 -1.15046
H 0.15274 -1.15524 -1.46869
H 0.88158 -2.88636 0.12639
H 1.99269 -2.74239 -1.25707
H 4.20631 -2.97815 -0.46331
H 4.60623 -2.01096 0.98734
H 5.38084 -0.87309 -1.04275
H 3.75096 -0.93366 -1.75741
H 3.64046 1.30274 -1.92149
H 3.38688 3.53331 -0.69161
H -1.26523 -0.41108 2.78143
H -1.45965 1.09826 1.85911
H -3.41952 -1.25000 1.78282
H -3.50491 -0.25365 -2.32210
H -4.97943 -0.20587 -3.30506
H -4.64997 -1.59277 -2.24883
*
```


Look up the DFT total energy of the sixth one.
-1054.645347 a.u.


Repeat the first record exactly.
Molecular formula: C14H25Cl3F6N4O3P
Method: DFT, ωB97M-V with the def2-TZVPD basis set

Results
DFT total energy   -3314.040331 a.u.
Highest occupied orbital energy   -11.48 eV

```
! wB97M-V def2-TZVPD RIJCOSX def2/J DEFGRID3
* xyz 1 1
C -2.99487 3.77492 -1.95673
C -3.24501 2.69870 -0.90248
N -2.06277 2.40988 -0.09995
F -1.99653 3.09264 1.07938
C -1.05469 1.59309 -0.32935
N -1.07098 0.87836 -1.51207
C 0.17103 0.07365 -1.67515
C 1.36423 1.00498 -1.40885
C 2.62446 0.32206 -1.96537
F 2.75405 -0.94499 -1.53980
F 2.44750 0.28756 -3.31583
C 3.97445 1.05322 -1.75271
F 3.78386 2.36218 -2.00495
F 4.40731 0.94930 -0.49927
F 4.89106 0.58128 -2.55824
C 1.36093 1.33704 0.10037
O 2.01510 0.31664 0.74506
C 2.13765 0.34473 2.18115
C 2.19834 -1.10113 2.62068
N 0.94274 -1.80939 2.40163
C 0.94127 -2.59734 1.17185
C -0.43349 -3.20984 0.86302
C -0.33690 -4.72527 0.72582
O -1.00137 -2.61849 -0.32254
P 1.99987 3.05470 0.55012
O 1.27841 3.53675 1.75463
N -0.05772 1.43882 0.55787
H -3.88130 3.84122 -2.59307
H -2.84649 4.74935 -1.48476
H -2.13503 3.52464 -2.58145
H -3.60325 1.76860 -1.34981
H -4.01352 3.02102 -0.19456
H -1.86864 0.24065 -1.46618
H 0.18516 -0.29966 -2.69933
H 0.17182 -0.75614 -0.96096
H 1.23936 1.92541 -1.99002
H 1.26492 0.83774 2.62399
H 3.05124 0.87801 2.46695
H 2.97361 -1.60759 2.03748
H 2.48382 -1.12691 3.67868
H 0.15829 -1.16470 2.40503
H 1.25492 -2.01946 0.28815
H 1.67832 -3.40014 1.29370
H -1.12963 -2.97862 1.67778
H -1.29421 -5.16381 0.43222
H -0.03826 -5.16828 1.67929
H 0.41760 -4.99600 -0.02310
H -0.78201 -3.19360 -1.06771
H 1.77869 3.78175 -0.63619
H 3.39071 2.94791 0.66475
H -0.13328 2.05087 1.37590
C -4.73468 -2.35015 0.61281
Cl -5.80648 -2.38497 2.00416
Cl -3.56698 -1.01771 0.77349
Cl -3.92328 -3.89121 0.39357
H -5.32934 -2.15227 -0.26909
*
```